Entry 1:
{"formula": "C13H19O5", "method": "ωB97M-V/def2-TZVPD", "elements": ["C", "C", "O", "C", "C", "C", "C", "C", "H", "H", "H", "H", "H", "H", "H", "H", "H", "H", "H", "H", "H", "H", "H", "C", "C", "C", "O", "C", "C", "C", "O", "O", "O", "H", "H", "H", "H"], "positions_angstrom": [[1.65042, 1.96125, -0.54764], [0.18773, 1.32043, -0.93731], [-0.78297, 1.27416, 0.16651], [-1.85240, 2.27343, 0.01822], [-2.88113, 1.93363, -1.21205], [-3.04862, 3.34832, -2.08379], [-4.31860, 1.28769, -0.76126], [-4.42454, -0.22572, -1.46519], [2.07916, 1.61614, 0.48609], [2.41417, 1.55417, -1.36918], [1.66289, 3.14648, -0.68961], [-0.18036, 1.86721, -1.90394], [0.38781, 0.19044, -1.25495], [-2.46661, 2.20070, 1.03933], [-2.39442, 1.16444, -1.98323], [-2.38987, 4.19453, -1.55956], [-2.57012, 3.22811, -3.17044], [-4.16432, 3.71240, -2.14544], [-4.50374, 1.23502, 0.39292], [-5.15937, 1.98755, -1.23939], [-4.04205, -0.14878, -2.58664], [-3.63678, -0.88510, -0.88435], [-5.51775, -0.64198, -1.37407], [3.78699, -1.63823, 0.94369], [2.66813, -1.40563, 1.63271], [2.09078, -2.43492, 2.54093], [1.07195, -2.18534, 3.17552], [2.77710, -3.73279, 2.63634], [3.89403, -3.96641, 1.94457], [4.48612, -2.92743, 1.05796], [5.52379, -3.16518, 0.44897], [4.54265, -5.18486, 2.02747], [2.00399, -0.19725, 1.52840], [4.21882, -0.89824, 0.28168], [2.33701, -4.47820, 3.28627], [5.32333, -5.10549, 1.43693], [1.22674, -0.27454, 2.12353]], "forces_ev_per_a": [[0.491, 0.294, -0.965], [0.823, -0.837, 0.002], [0.944, 0.310, -2.020], [-1.554, -0.492, 0.444], [0.568, 0.327, -0.149], [0.609, 0.292, 0.027], [-0.473, 0.091, -1.684], [0.629, 0.884, 0.713], [-1.167, 0.985, -2.154], [-1.522, 0.787, 1.618], [-0.181, -2.585, 0.631], [0.338, -0.829, 1.975], [-0.398, 2.224, 0.698], [1.216, -0.062, -1.937], [-0.864, 1.509, 1.797], [-1.556, -1.962, -0.957], [-1.280, 0.196, 2.132], [2.052, -0.695, -0.103], [0.596, 0.062, -2.192], [1.483, -1.620, 1.116], [-1.120, -0.196, 2.345], [-1.758, 1.055, -1.213], [2.193, 0.549, -0.292], [0.739, -0.667, -0.204], [-0.986, 1.707, -0.096], [-0.285, -0.349, 0.318], [0.294, 0.131, -0.246], [-0.367, 0.356, 0.109], [0.471, -1.249, 0.211], [-0.082, 0.810, -0.362], [-0.023, -0.383, 0.190], [-0.085, 1.449, -0.568], [0.540, -2.309, 0.926], [-0.032, -0.046, 0.039], [0.013, 0.041, -0.028], [-0.366, 0.075, 0.231], [0.099, 0.144, -0.352]], "homo_ha": -0.051, "molar_mass_da": 255.29, "energy_ev": -24020.5825, "total_charge": -1}

Entry 2:
{"formula": "C13H20Cl2FNO8S", "method": "ωB97M-V/def2-TZVPD", "elements": ["C", "C", "N", "C", "Cl", "C", "C", "Cl", "S", "O", "O", "F", "H", "H", "H", "H", "H", "H", "H", "H", "C", "C", "C", "O", "C", "O", "O", "H", "H", "H", "H", "H", "H", "C", "C", "C", "O", "C", "O", "O", "H", "H", "H", "H", "H", "H"], "positions_angstrom": [[4.80793, -1.62470, 3.67816], [3.82630, -0.67298, 2.97341], [2.62447, -1.37076, 2.43451], [1.56530, -0.46632, 2.09559], [1.96457, 0.99792, 1.26342], [0.31464, -0.76580, 2.43575], [-0.08004, -2.00137, 3.17921], [-0.96927, 0.29332, 2.02888], [3.07090, -2.38065, 1.17793], [3.86758, -1.71891, 0.20340], [3.49682, -3.62180, 1.71600], [1.66400, -2.60636, 0.54867], [5.68887, -1.79515, 3.06379], [4.31579, -2.57326, 3.88221], [5.09681, -1.18741, 4.63181], [3.42379, 0.01129, 3.72047], [4.31021, -0.06030, 2.21464], [-0.89033, -1.76358, 3.86535], [-0.39897, -2.77474, 2.47813], [0.75728, -2.39313, 3.75485], [1.88668, -0.39055, -2.57913], [0.54932, 0.14877, -3.01354], [0.37366, 0.30214, -4.50948], [-0.54842, 1.39604, -4.59947], [-0.40466, 2.15080, -3.48440], [-0.89832, 3.22110, -3.32911], [0.36156, 1.51094, -2.57372], [1.92785, -0.49610, -1.49838], [2.06699, -1.36731, -3.02902], [2.68729, 0.29016, -2.87074], [-0.26184, -0.44839, -2.58696], [-0.04312, -0.57906, -4.99006], [1.30214, 0.58635, -5.00996], [-3.41182, 2.48194, -1.67557], [-4.31546, 1.47361, -1.01402], [-5.53074, 2.03334, -0.30604], [-5.75156, 1.07001, 0.73437], [-4.56411, 0.48327, 1.01285], [-4.35263, -0.22272, 1.94417], [-3.64185, 0.81685, 0.07789], [-2.59279, 1.97975, -2.17221], [-3.95872, 3.06520, -2.41597], [-2.97922, 3.15719, -0.93724], [-4.61413, 0.70312, -1.73127], [-6.40920, 2.10327, -0.94197], [-5.33356, 3.00496, 0.15278]], "forces_ev_per_a": [[-0.352, 0.172, -0.243], [0.101, -0.075, 0.927], [0.106, 0.512, -0.889], [-0.029, -0.135, 0.252], [0.115, -0.001, -0.139], [0.038, 0.033, 0.261], [0.136, 0.003, 0.108], [-0.137, -0.016, -0.096], [0.509, -0.207, 0.272], [-0.240, 0.059, -0.043], [-0.164, 0.067, -0.065], [-0.042, -0.070, -0.057], [0.042, -0.147, 0.091], [0.122, -0.041, 0.029], [0.189, -0.003, -0.063], [-0.132, 0.005, -0.115], [-0.031, -0.118, -0.143], [-0.107, -0.087, -0.108], [-0.156, 0.028, 0.060], [0.036, 0.020, -0.102], [0.061, 0.224, 0.153], [0.216, -0.129, -0.022], [-0.079, -0.047, -0.049], [0.050, -0.037, -0.044], [0.071, 0.051, 0.018], [0.096, 0.029, -0.056], [-0.097, -0.043, -0.019], [-0.002, -0.048, 0.066], [-0.032, -0.009, -0.008], [-0.012, -0.027, -0.096], [-0.040, 0.037, -0.023], [-0.114, 0.069, -0.022], [0.045, -0.014, 0.056], [-0.017, -0.106, 0.298], [0.041, 0.255, -0.114], [-0.089, -0.014, -0.015], [0.002, 0.096, -0.017], [0.133, -0.041, -0.034], [-0.084, -0.004, 0.023], [-0.086, -0.092, -0.025], [0.029, -0.034, -0.081], [-0.005, -0.028, -0.029], [-0.066, 0.040, 0.003], [-0.033, -0.042, 0.055], [-0.059, -0.099, 0.072], [0.063, 0.010, -0.027]], "homo_ha": -0.345, "e_above_lowest_kcal_mol": 0.0, "molar_mass_da": 440.27, "energy_ev": -70272.9463, "total_charge": 0, "smiles": "CCN(/C(Cl)=C(\\C)Cl)S(=O)(=O)F.C[C@@H]1COC(=O)O1.C[C@@H]1COC(=O)O1"}

Entry 3:
{"formula": "C13H20ClN4O5ReSSe4", "method": "ωB97M-V/def2-TZVPD", "elements": ["Re", "Se", "Se", "Se", "Se", "N", "C", "N", "O", "H", "H", "H", "H", "Cl", "C", "C", "C", "C", "C", "C", "C", "O", "O", "H", "H", "H", "H", "N", "C", "N", "O", "H", "H", "H", "H", "O", "S", "C", "C", "C", "C", "H", "H", "H", "H", "H", "H", "H", "H"], "positions_angstrom": [[-1.10183, -1.31189, -1.35943], [-2.75700, -1.83844, 0.33730], [-4.81950, -1.54470, -0.74971], [-4.53201, -2.17034, -3.01084], [-2.27734, -2.01007, -3.41213], [1.27422, 1.09972, -2.15142], [1.42270, -0.03381, -2.85470], [2.50518, -0.13458, -3.65619], [0.63177, -0.98347, -2.77421], [1.95754, 1.83473, -2.17008], [0.49329, 1.15091, -1.51107], [3.07302, 0.66709, -3.86842], [2.56705, -0.92591, -4.27409], [4.90969, 0.97315, 4.56072], [3.54718, 0.47191, 3.63635], [2.50237, -0.20388, 4.25597], [1.40667, -0.59692, 3.51483], [1.35505, -0.31832, 2.15173], [2.40775, 0.36101, 1.53941], [3.50331, 0.75665, 2.27700], [0.19464, -0.78267, 1.33382], [-0.77120, -1.34516, 1.84968], [0.31196, -0.56617, 0.07608], [2.55058, -0.42369, 5.31007], [0.57841, -1.11473, 3.97512], [2.35314, 0.58461, 0.48384], [4.32333, 1.27696, 1.80927], [1.75232, -3.04125, -0.36577], [0.66350, -3.79854, -0.56776], [0.72175, -5.10776, -0.28100], [-0.40071, -3.34955, -1.04041], [2.57313, -3.39987, 0.08691], [1.66025, -2.03892, -0.47476], [1.53578, -5.56153, 0.09380], [-0.11750, -5.64337, -0.42560], [-1.62057, 0.85025, -1.55425], [-2.89575, 1.67641, -1.43414], [-3.27071, 1.69510, 0.36880], [-3.10340, 3.12424, 0.85561], [-1.92933, 3.69347, 0.07297], [-2.22963, 3.39026, -1.38517], [-2.55062, 1.02306, 0.84035], [-4.27432, 1.29965, 0.50753], [-2.92500, 3.15497, 1.92984], [-4.00102, 3.70642, 0.64604], [-1.00432, 3.20432, 0.38428], [-1.81473, 4.76405, 0.23568], [-1.36107, 3.45365, -2.03679], [-3.01800, 4.03294, -1.77507]], "forces_ev_per_a": [[-0.530, -0.713, -0.621], [0.278, 0.746, -1.020], [-0.064, -0.330, -0.746], [-0.326, -0.073, 0.582], [0.744, 0.948, 1.658], [-0.132, 0.059, 0.035], [0.626, 0.553, -0.036], [0.084, 0.024, -0.102], [-0.931, -0.641, 0.490], [-0.014, -0.021, -0.014], [0.111, 0.089, -0.043], [-0.029, -0.037, -0.003], [-0.072, -0.002, 0.059], [0.140, 0.027, 0.105], [-0.257, -0.083, -0.155], [0.159, 0.056, 0.082], [-0.074, 0.082, -0.323], [0.049, 0.017, -0.090], [-0.212, -0.112, 0.133], [0.142, 0.022, 0.181], [-0.529, -0.292, 1.484], [0.678, 0.137, 0.135], [-0.512, -0.280, -1.918], [0.059, 0.027, 0.127], [-0.027, -0.059, 0.026], [0.023, -0.028, -0.050], [0.108, 0.086, 0.000], [-0.046, 0.132, -0.083], [0.841, -0.180, 0.239], [-0.147, -0.058, -0.041], [-0.723, 1.414, -0.406], [-0.014, -0.055, 0.039], [-0.021, -0.117, 0.048], [-0.031, 0.091, -0.024], [0.062, -0.030, 0.013], [1.339, -1.587, 0.019], [-0.341, 0.423, 0.613], [-0.246, 0.128, -0.087], [0.127, 0.165, -0.036], [-0.047, 0.079, 0.121], [-0.091, -0.237, 0.130], [0.007, -0.072, -0.240], [0.027, -0.094, -0.031], [-0.068, -0.065, 0.009], [-0.060, 0.041, 0.043], [0.050, -0.011, -0.029], [0.049, 0.032, -0.046], [-0.093, -0.209, -0.184], [-0.070, 0.002, -0.041]], "homo_ha": [-0.371, -0.371], "e_above_lowest_kcal_mol": 25.1, "molar_mass_da": 881.89, "multiplicity": 2, "energy_ev": -316875.1116, "s_squared": 0.8213, "total_charge": 1}

Entry 4:
{"formula": "C13H20CsN5O6P", "method": "ωB97M-V/def2-TZVPD", "elements": ["Cs", "O", "C", "C", "C", "C", "C", "C", "C", "O", "N", "O", "O", "H", "H", "H", "H", "C", "N", "C", "C", "N", "C", "H", "H", "H", "H", "H", "H", "N", "C", "P", "O", "O", "C", "N", "H", "H", "H", "H", "H", "H", "H", "H", "H", "H"], "positions_angstrom": [[-0.64085, 1.38156, -1.35527], [1.80146, 0.72672, 0.06354], [1.93374, 0.07600, 1.07638], [1.09625, -1.05899, 1.51341], [1.36493, -1.58892, 2.77299], [0.67581, -2.69634, 3.21085], [-0.27444, -3.32147, 2.41886], [-0.54935, -2.80896, 1.16646], [0.11978, -1.67477, 0.70659], [-0.14519, -1.14717, -0.49717], [0.96841, -3.23976, 4.54826], [1.80358, -2.66256, 5.21291], [0.34569, -4.21918, 4.89864], [2.76138, 0.30079, 1.77436], [2.11921, -1.14557, 3.40990], [-0.78726, -4.19498, 2.79488], [-1.29722, -3.27286, 0.53632], [-4.28650, 3.61547, 3.61537], [-3.58396, 3.64398, 2.34281], [-3.45178, 4.71911, 1.50258], [-2.71792, 4.27719, 0.44261], [-2.39253, 2.95201, 0.61174], [-2.93082, 2.61376, 1.76232], [-4.75900, 4.58039, 3.77486], [-3.59231, 3.42566, 4.43187], [-5.05716, 2.84730, 3.60531], [-3.88680, 5.67589, 1.73211], [-2.41383, 4.83572, -0.42698], [-2.88412, 1.63868, 2.22261], [0.06499, -2.66671, -2.62227], [1.42714, -2.16526, -2.88088], [1.33965, -0.61911, -3.84495], [0.57196, -0.85777, -5.08534], [1.04017, 0.58210, -2.95761], [3.13556, -0.28274, -4.23150], [3.18746, 1.21907, -4.27942], [-0.50526, -2.52176, -3.45283], [-0.36351, -1.82405, -1.20841], [0.08803, -3.66771, -2.46218], [2.02116, -2.86643, -3.47677], [1.94568, -1.98729, -1.93666], [3.47444, -0.69436, -5.17755], [3.78551, -0.60385, -3.41923], [2.46925, 1.50381, -3.56870], [2.87335, 1.56443, -5.18617], [4.10523, 1.60894, -4.07869]], "forces_ev_per_a": [[-1.757, 1.529, 0.934], [0.167, -0.059, 0.248], [-0.005, -0.024, 0.004], [0.037, -0.025, 0.031], [-0.001, -0.005, -0.016], [0.030, -0.022, 0.026], [-0.004, -0.002, -0.020], [0.012, -0.027, 0.017], [0.051, -0.008, -0.099], [-0.034, -0.443, 0.441], [-0.065, 0.058, 0.046], [0.011, -0.023, -0.031], [0.029, -0.005, -0.026], [-0.016, 0.019, 0.017], [0.001, 0.001, 0.002], [0.000, 0.000, 0.003], [-0.002, 0.006, 0.001], [0.004, 0.007, -0.006], [0.003, 0.001, -0.009], [-0.009, -0.003, 0.003], [-0.008, -0.002, 0.016], [-0.130, 0.124, 0.187], [-0.019, 0.007, 0.015], [-0.002, 0.000, -0.001], [-0.001, 0.001, 0.002], [0.003, -0.001, 0.003], [0.002, 0.003, -0.005], [0.007, -0.004, -0.001], [0.008, -0.002, -0.009], [-0.074, -0.050, -0.123], [0.030, 0.022, 0.015], [0.098, -0.147, -0.039], [-0.074, 0.020, 0.035], [1.508, -0.781, -1.539], [0.008, 0.056, -0.010], [0.059, 0.002, -0.024], [0.019, -0.028, -0.036], [0.200, -0.168, -0.076], [-0.006, -0.001, 0.003], [-0.007, 0.001, 0.005], [-0.023, 0.003, 0.018], [-0.018, -0.006, -0.003], [0.007, -0.013, -0.012], [-0.036, -0.007, 0.011], [0.000, -0.005, 0.002], [0.000, -0.001, 0.001]], "homo_ha": -0.414, "e_above_lowest_kcal_mol": 20.1, "molar_mass_da": 506.21, "energy_ev": -43372.0784, "total_charge": 1}

Entry 5:
{"formula": "C13H20FN3O3P2S", "method": "ωB97M-V/def2-TZVPD", "elements": ["C", "C", "P", "C", "C", "C", "C", "N", "C", "C", "N", "C", "C", "N", "P", "S", "H", "H", "H", "H", "H", "H", "H", "H", "H", "H", "H", "H", "H", "H", "H", "H", "H", "C", "C", "O", "C", "O", "O", "F", "H", "H", "H"], "positions_angstrom": [[-2.49220, 3.68382, 1.75343], [-2.48598, 2.14995, 1.63569], [-1.13952, 1.30492, 2.58919], [-1.91007, -0.34185, 2.95659], [-3.08503, -0.86496, 2.11097], [0.14287, 0.94790, 1.20940], [-0.42444, 0.09640, 0.15627], [-0.86160, -0.55838, -0.67066], [0.60341, 2.33934, 0.62792], [0.15975, 2.65083, -0.77855], [1.01403, 2.63163, -1.71044], [1.42093, 0.28851, 1.81594], [1.18544, -0.81707, 2.75131], [1.02640, -1.65126, 3.51440], [2.59481, -0.29968, 0.47342], [2.66232, -2.19413, 0.13436], [-2.27695, 4.00219, 2.77852], [-3.47287, 4.08780, 1.47709], [-1.75488, 4.15503, 1.09502], [-3.42294, 1.75389, 2.03735], [-2.47442, 1.83507, 0.58723], [-1.10944, -1.08724, 2.99069], [-2.22259, -0.23010, 4.00483], [-4.04399, -0.50118, 2.49531], [-3.01593, -0.58939, 1.06036], [-3.11140, -1.95925, 2.14936], [1.69858, 2.37761, 0.59878], [0.28026, 3.12286, 1.32428], [-0.89664, 2.89228, -0.94363], [0.59330, 2.86390, -2.60979], [1.92747, 1.07705, 2.38980], [2.18521, 0.52954, -0.57912], [3.78581, 0.32583, 0.87069], [1.59898, -3.57699, -3.09387], [1.65370, -2.47653, -4.13688], [2.48962, -3.02962, -5.13135], [2.46550, -4.38871, -5.02173], [2.92319, -5.13658, -5.81798], [1.83033, -4.74700, -3.88447], [2.21304, -1.33471, -3.67134], [2.40697, -3.45006, -2.37421], [0.64774, -3.65671, -2.57748], [0.69123, -2.22497, -4.58668]], "forces_ev_per_a": [[-0.028, -0.036, -0.024], [-0.012, 0.167, -0.152], [0.108, -0.099, 0.005], [-0.104, -0.156, 0.050], [-0.055, -0.007, 0.109], [-0.150, 0.109, -0.080], [0.514, 0.618, 0.868], [-0.446, -0.535, -0.713], [0.101, -0.067, 0.044], [-0.061, -0.004, 0.004], [-0.076, 0.021, 0.102], [-0.085, -0.038, 0.257], [0.260, 0.750, -0.581], [0.042, -0.561, 0.450], [-0.015, -0.160, -0.161], [0.019, 0.134, 0.154], [-0.031, -0.044, -0.138], [0.172, -0.090, 0.018], [-0.057, -0.076, 0.120], [0.109, 0.020, 0.072], [-0.036, -0.002, 0.030], [-0.277, 0.272, -0.041], [0.029, -0.096, -0.186], [0.144, -0.028, -0.100], [0.059, 0.002, -0.017], [-0.016, 0.188, 0.047], [-0.194, -0.002, 0.040], [0.005, -0.076, -0.122], [0.048, -0.067, 0.051], [0.006, -0.030, 0.038], [-0.062, -0.170, -0.097], [0.033, 0.027, -0.089], [0.077, 0.000, 0.042], [0.037, 0.047, 0.006], [-0.114, -0.076, -0.087], [-0.087, -0.012, -0.107], [0.064, -0.035, 0.011], [-0.030, 0.076, 0.080], [0.032, -0.072, 0.011], [0.115, 0.017, 0.079], [-0.007, 0.044, 0.006], [-0.028, -0.038, -0.053], [0.000, 0.086, 0.057]], "homo_ha": -0.347, "molar_mass_da": 379.33, "energy_ev": -56547.1468, "total_charge": 0, "smiles": "[H]/N=C/C[C@@](C#N)([C@@H](C#N)[PH2]=S)P(CC)CC.O=C1OC[C@@H](F)O1"}